Density functional theory data (wB97M-V/def2-TZVPD) for 2 unconnected molecules or ions with the total composition FH3NOPS at a distorted geometry.

CARTESIAN COORDINATES (ANGSTROEM)
N 1.2590 0.2689 -0.7663
O -1.9827 -0.4969 0.5418
F -0.5374 0.1208 -2.4191
P 0.2705 -0.9107 -1.4820
S 1.2241 -2.2851 -2.3040
H 1.9936 -0.1937 -0.2777
H 0.6650 0.8977 -0.2797
H -2.4802 0.0048 -0.1047

Its frontier orbital gap (spin up / spin down) is 6.11 / 6.11 eV. As for the multiplicity: 1. The calculation puts the total energy at -971.1191 a.u. The calculation puts the max |F| at 3.9 eV/A. The relative energy (zero: lowest compared OMol25 entry of this formula, charge and spin) is 121.9 kcal per mole.